(1)
The following is a DFT calculation (ωB97M-V with the def2-TZVPD basis set) of a single C4H7NS molecule at a distorted geometry.

```
13
Properties=species:S:1:pos:R:3:lowdin_charge:R:1
C -0.6944 0.4999 1.2569 -0.11
C 0.2475 0.5756 0.0268 -0.71
S -0.1685 1.9533 -1.0974 0.76
C 0.3363 -0.6793 -0.8603 -0.22
C 0.2156 -1.9543 -0.0844 -0.23
N -0.1066 -2.9319 0.4303 0.14
H -1.7271 0.7376 0.9915 0.08
H -0.6882 -0.4430 1.7379 0.05
H -0.3006 1.2471 1.9245 0.07
H 1.2188 0.8210 0.5116 0.11
H 0.8400 1.6575 -1.8592 -0.16
H 1.2974 -0.7292 -1.4362 0.13
H -0.4701 -0.7545 -1.5419 0.09
```

Energy above the lowest of the compared OMol25 structures with the same formula, charge and spin = 72.4 kJ/mol
LUMO energy = 0.60 eV
HOMO-LUMO gap = 10.24 eV



(2)
The following is a DFT calculation (ωB97M-V with the def2-TZVPD basis set) of a molecular structure, C33H46InN6 at a distorted geometry.

```
86
Properties=species:S:1:pos:R:3:lowdin_charge:R:1
In -0.9264 -0.2072 0.1920 0.84
N 0.3373 -3.5030 2.6028 0.07
N 0.0235 -2.2940 -1.3065 -0.05
C 1.0335 2.1308 -0.5414 -0.29
C 2.1270 1.2785 -0.2252 -0.26
C 2.0284 0.9113 1.1504 -0.27
C 2.9563 0.0395 1.9036 -0.07
H 3.8751 -0.1292 1.3313 0.06
H 2.5162 -0.9404 2.1407 0.06
H 3.2284 0.5141 2.8559 0.07
C 0.8743 1.5413 1.6940 -0.31
C 0.4070 1.5411 3.0980 -0.08
H 0.5069 2.5489 3.5361 0.08
H 0.9879 0.8460 3.7178 0.07
H -0.6558 1.2575 3.1772 0.05
C 0.2334 2.2762 0.6374 -0.36
C -0.9337 3.1726 0.8275 -0.10
H -1.7367 2.6696 1.3867 0.05
H -1.3458 3.5062 -0.1320 0.06
H -0.6492 4.0700 1.4020 0.07
C 3.2359 0.9257 -1.1378 -0.07
H 4.0491 1.6659 -1.0500 0.07
H 2.9145 0.9214 -2.1883 0.05
H 3.6608 -0.0594 -0.9014 0.07
C 0.8005 2.8109 -1.8358 -0.06
H -0.2472 3.1199 -1.9475 0.06
H 1.0449 2.1579 -2.6847 0.06
H 1.4276 3.7156 -1.9168 0.08
C -0.3041 -4.3618 3.3917 -0.21
H 0.1672 -4.5893 4.3529 0.09
C -1.5382 -4.9516 3.0768 -0.15
H -2.0293 -5.5793 3.8131 0.07
C -2.0929 -4.7146 1.8199 -0.14
H -3.0103 -5.2134 1.4892 0.09
C -1.4440 -3.8455 0.9591 -0.08
H -1.7164 -3.6676 -0.0831 0.09
C -0.2533 -3.1771 1.4086 -0.40
C 0.2510 -2.0260 0.7355 -0.11
H 1.3407 -1.9504 0.6827 0.05
C -0.5530 -1.1880 -1.7565 -0.24
C 0.4601 -3.0548 -2.3529 -0.10
H 0.9594 -3.9807 -2.1715 0.09
C 0.1479 -2.3921 -3.5068 -0.09
H 0.3222 -2.6898 -4.5182 0.10
N -0.4466 -1.1861 -3.1499 -0.02
C -0.5879 -0.0647 -3.9965 -0.13
C 0.4644 0.2721 -4.8724 -0.19
C 0.3019 1.4113 -5.6692 -0.02
H 1.0804 1.6837 -6.3826 0.11
C -0.8365 2.2116 -5.5631 -0.28
C -1.0277 3.3818 -6.4864 -0.07
H -1.5774 4.1914 -5.9835 0.08
H -1.6103 3.0868 -7.3760 0.08
H -0.0573 3.7640 -6.8324 0.07
C -1.8296 1.8831 -4.6390 -0.01
H -2.7134 2.5151 -4.5473 0.12
C -1.7336 0.7323 -3.8563 -0.19
C -2.8246 0.3664 -2.9078 -0.07
H -3.0024 -0.7119 -2.8602 0.08
H -3.7511 0.8473 -3.2432 0.07
H -2.6396 0.7414 -1.8876 0.03
C 1.7593 -0.4662 -4.9065 -0.05
H 1.6640 -1.4878 -5.2825 0.06
H 2.2551 -0.5008 -3.9275 0.09
H 2.4425 0.0518 -5.5888 0.08
C -5.0949 -2.1888 1.5832 -0.06
N -4.3446 -1.6532 2.7131 -0.13
C -4.6827 -2.2272 4.0071 -0.05
C -3.1704 -1.0112 2.4934 -0.39
N -2.7370 -0.9328 1.2458 0.07
N -2.4874 -0.4157 3.5656 -0.16
C -3.2363 0.3542 4.5571 -0.09
C -1.3477 -1.1309 4.1435 -0.05
H -6.0514 -2.5409 1.9729 0.08
H -4.5762 -3.0345 1.1031 0.09
H -5.2879 -1.3997 0.8462 0.10
H -3.9050 -2.9224 4.3693 0.09
H -4.8533 -1.4410 4.7501 0.06
H -5.6162 -2.7824 3.8807 0.08
H -3.3408 -1.4626 0.6148 0.04
H -3.4996 -0.2511 5.4373 0.07
H -2.5985 1.1772 4.9049 0.09
H -4.1393 0.7851 4.1098 0.10
H -0.6123 -1.3669 3.3659 0.07
H -0.8728 -0.4955 4.9030 0.09
H -1.6620 -2.0716 4.6324 0.08
```

Energy above the lowest of the compared OMol25 structures with the same formula, charge and spin = 0.0 kJ/mol
LUMO energy (spin up / spin down) = 2.30 / 2.37 eV
Charge = -1
HOMO-LUMO gap (spin up / spin down) = 4.09 / 3.77 eV



(3)
The following is a DFT calculation (ωB97M-V with the def2-TZVPD basis set) of 2 unconnected molecules or ions with the total composition C12H29B2IO4 at a distorted geometry.

```
48
Properties=species:S:1:pos:R:3:lowdin_charge:R:1
C 2.7994 2.4043 3.6797 -0.10
O 2.7749 2.4012 2.2564 -0.20
C 2.1588 3.5729 1.7252 -0.22
C 1.4834 3.2880 0.3427 -0.17
C -0.0800 3.1865 0.4441 -0.13
B -0.5218 1.9614 1.4198 -0.19
C 0.2180 0.5616 1.1700 -0.23
C -0.3455 -0.6644 1.9685 -0.70
C 0.7843 -1.7637 1.9813 -0.19
I -1.9586 -1.5127 0.7457 0.86
B -1.6546 2.2987 2.5901 -0.37
C -3.1399 1.7056 2.6966 -0.04
O -1.2727 3.2590 3.5980 0.05
H 2.4776 3.3611 4.1277 0.09
H 3.8519 2.2275 3.9844 0.09
H 2.1764 1.5876 4.1039 0.09
H 2.9827 4.2971 1.5176 0.12
H 1.4573 4.0707 2.4217 0.12
H 1.8610 2.3360 -0.0705 0.11
H 1.7430 4.1150 -0.3466 0.11
H -0.5077 4.1443 0.8146 0.10
H -0.4548 2.9865 -0.5851 0.11
H 0.1629 0.3313 0.0811 0.09
H 1.3091 0.6153 1.3976 0.11
H -0.6672 -0.4355 2.9961 0.08
H 1.2884 -1.7099 0.9931 0.07
H 1.5704 -1.5152 2.7238 0.08
H 0.3762 -2.7783 2.1212 0.05
H -3.2371 1.0386 3.5803 0.08
H -3.8190 2.5683 2.9149 0.07
H -3.5127 1.2275 1.7724 0.03
H -1.9252 3.9592 3.5124 0.08
C -1.8586 -4.1002 -5.1094 -0.11
O -1.5410 -2.7487 -4.8192 -0.19
C -1.5631 -2.4671 -3.4251 -0.21
C -0.1636 -2.4572 -2.8348 -0.21
O 0.4335 -3.7473 -2.8843 -0.19
C 1.3447 -3.8872 -3.9622 -0.11
H -1.5581 -4.3036 -6.1369 0.09
H -1.3341 -4.7940 -4.4488 0.08
H -2.9386 -4.2578 -5.0198 0.09
H -2.2024 -3.1808 -2.8962 0.12
H -2.0012 -1.4715 -3.3061 0.12
H -0.2334 -2.1763 -1.7802 0.06
H 0.4667 -1.7183 -3.3396 0.13
H 2.2830 -3.3743 -3.7266 0.09
H 0.9375 -3.4916 -4.8952 0.08
H 1.5498 -4.9494 -4.0943 0.09
```

LUMO energy = 0.21 eV
HOMO-LUMO gap = 9.26 eV



(4)
The following is a DFT calculation (ωB97M-V with the def2-TZVPD basis set) of a molecular structure, C30H55BIrO2P2 at a distorted geometry.

```
91
Properties=species:S:1:pos:R:3:lowdin_charge:R:1
Ir -0.8489 0.4463 -2.8615 1.34
C -0.4943 -2.8167 0.1747 -0.22
C 0.8400 -2.9072 -0.2691 -0.24
C 0.4878 -0.8464 0.6068 -0.21
C -0.7468 -1.5171 0.6861 -0.22
C 1.4360 -1.6651 -0.0962 -0.19
C -1.5346 -3.8648 0.1544 -0.03
H -1.3157 -4.5181 -0.7181 0.09
H -2.5398 -3.3907 0.0555 0.09
H -1.6099 -4.5225 1.0591 0.11
C -2.0020 -0.9838 1.2944 -0.03
H -2.8197 -1.1021 0.5831 0.06
H -1.8701 0.0712 1.5485 0.06
H -2.3672 -1.5024 2.1978 0.09
C 0.9061 0.3421 1.3382 -0.03
H 1.4797 -0.1101 2.1732 0.13
H 0.0471 0.8835 1.7196 0.06
H 1.5467 1.0488 0.7802 0.04
C 2.9038 -1.3592 -0.1461 -0.04
H 3.3487 -1.7234 0.8134 0.11
H 3.1449 -0.2802 -0.1916 0.05
H 3.4506 -1.8726 -0.9659 0.08
C 1.5034 -4.1461 -0.7152 -0.03
H 1.6835 -4.8082 0.1387 0.10
H 2.4653 -3.9024 -1.1709 0.07
H 0.8423 -4.6440 -1.4276 0.08
C -1.8562 1.6914 -5.0530 -0.45
C -1.9919 0.2959 -4.5340 -0.42
C -1.5078 -0.8554 -5.3593 -0.16
C -0.1181 -1.2776 -4.7816 -0.26
C 0.4941 -0.4118 -3.8539 -0.46
C 0.5921 1.1284 -4.1965 -0.39
C 0.4679 1.3644 -5.7855 -0.16
C -0.9045 1.8358 -6.2381 -0.20
H -1.5083 -0.6757 -6.4552 0.12
H 0.6056 -1.3198 -5.5775 0.11
H -2.2136 -1.6988 -5.2526 0.12
H -1.2084 1.2987 -7.1586 0.12
H -2.8539 2.0628 -5.3984 0.13
H -3.0568 0.1064 -4.2489 0.11
H -0.8534 2.8968 -6.5223 0.11
H 1.1962 2.1800 -5.9908 0.11
H 1.6016 1.5675 -4.0419 0.03
H 0.8430 0.5003 -6.3847 0.12
H -0.1607 -2.3070 -4.3964 0.13
H 1.4983 -0.8197 -3.5619 0.12
P -1.2608 2.6208 -3.5659 0.93
P 1.5642 2.2713 -1.7569 0.96
C -0.1880 4.0087 -3.5332 -0.32
C 1.2804 3.7753 -2.9376 -0.28
H -0.7215 4.7896 -2.9501 0.09
H -0.1518 4.3582 -4.5883 0.10
H 1.9597 3.6198 -3.8120 0.08
H 1.5659 4.7573 -2.4533 0.11
C 2.3422 3.1120 -0.3410 -0.26
H 2.7149 2.3729 0.3865 0.05
H 1.6154 3.7939 0.1244 0.02
H 3.2058 3.6749 -0.7337 0.07
C 3.1014 1.3932 -2.4080 -0.22
H 3.4278 1.8682 -3.3435 0.05
H 2.8981 0.3287 -2.5895 0.03
H 3.9010 1.4881 -1.6618 0.05
C -2.8570 2.2043 -2.6935 -0.22
H -2.7016 1.4376 -1.8894 0.04
H -3.6180 1.8238 -3.4022 0.07
H -3.2242 3.1416 -2.2454 0.04
C -1.7588 -1.3898 -2.2788 -0.18
H -1.1866 -2.3724 -2.1818 0.05
H -2.2597 -1.4696 -3.2880 0.00
H -2.4145 -1.2567 -1.3882 0.01
C -0.1345 3.5506 2.2821 -0.02
C -1.3252 3.3129 1.3720 -0.43
C -2.4772 3.3463 2.3245 -0.02
O -1.2629 1.9911 0.6754 0.00
B -0.7082 2.1565 -0.6356 -0.51
O -0.7147 3.5886 -0.8635 -0.08
C -1.4100 4.3030 0.1892 -0.49
C -2.8161 4.5453 -0.1964 -0.02
C -0.7241 5.6136 0.3504 0.00
H -0.1018 2.8554 3.1380 0.11
H -0.2144 4.5513 2.7398 0.11
H 0.8476 3.5025 1.8092 0.07
H -2.3521 2.6481 3.1564 0.10
H -2.6005 4.3308 2.7875 0.11
H -3.4142 3.0612 1.8620 0.09
H -3.3171 5.1954 0.5030 0.11
H -2.8390 5.0202 -1.1553 0.09
H -3.3901 3.6412 -0.2412 0.09
H 0.3329 5.5496 0.5726 0.09
H -0.8203 6.1783 -0.5646 0.10
H -1.1686 6.2062 1.1379 0.11
```

2S+1 = 5
LUMO energy (spin up / spin down) = -2.31 / -4.98 eV
Charge = +1
HOMO-LUMO gap (spin up / spin down) = 6.22 / 4.18 eV
Expectation value of S² = 6.03



(5)
The following is a DFT calculation (ωB97M-V with the def2-TZVPD basis set) of a molecular structure, C3HMnO3 at a distorted geometry.

```
8
Properties=species:S:1:pos:R:3:lowdin_charge:R:1
O 0.0126 0.8533 -0.1091 0.04
Mn 3.7249 0.1644 0.2733 0.87
O 2.0254 0.0043 -0.4346 -0.27
C 0.8627 -0.2887 -0.0611 -0.69
O 0.3862 -1.3460 0.2873 0.11
C -2.3810 0.1967 0.0668 0.13
H -3.3512 -0.2634 0.0624 0.03
C -1.2797 0.6793 -0.0851 -0.23
```

Energy above the lowest of the compared OMol25 structures with the same formula, charge and spin = 0.0 kJ/mol
2S+1 = 7
LUMO energy (spin up / spin down) = -0.27 / -0.82 eV
HOMO-LUMO gap (spin up / spin down) = 8.01 / 8.54 eV
Expectation value of S² = 12.00



(6)
The following is a DFT calculation (ωB97M-V with the def2-TZVPD basis set) of a molecular structure, C5H4MgN2O5 at a distorted geometry.

```
17
Properties=species:S:1:pos:R:3:lowdin_charge:R:1
Mg 0.0050 0.6429 -1.4169 0.73
O 0.0291 3.6507 -3.3960 0.19
C 0.0186 2.6481 -2.8349 0.12
C 1.8275 -0.8783 -1.0379 0.05
O 2.7403 -1.4473 -0.6616 0.20
C -1.8461 -0.8442 -1.0516 0.05
O -2.7725 -1.3973 -0.6854 0.20
C -0.0004 -0.9044 -3.2863 0.01
O -0.0012 -1.5463 -4.2310 0.20
N 0.0005 -1.1550 2.5202 0.22
C -0.0001 0.0153 1.8677 -0.56
N 0.0001 1.1688 2.5438 0.21
O -0.0010 0.0378 0.5803 -0.22
H 0.0001 -1.1906 3.5452 0.15
H 0.0000 -2.0245 1.9864 0.14
H 0.0000 2.0283 1.9919 0.14
H 0.0002 1.1960 3.5660 0.15
```

Energy above the lowest of the compared OMol25 structures with the same formula, charge and spin = 26.0 kJ/mol
LUMO energy = -8.36 eV
Charge = +2
HOMO-LUMO gap = 9.55 eV



(7)
The following is a DFT calculation (ωB97M-V with the def2-TZVPD basis set) of a molecular structure, C2H6N4 at a distorted geometry.

```
12
Properties=species:S:1:pos:R:3:lowdin_charge:R:1
C 0.8975 -0.3282 -0.3354 -0.12
C -0.1533 0.7147 0.0455 -0.21
H -0.0556 -0.0754 1.8364 0.19
H 1.2587 -1.6003 2.5719 0.07
H 1.1370 -0.3684 -1.3284 0.04
H -0.2314 1.2700 1.0850 0.12
H -2.0339 1.2776 -2.2119 0.08
H -0.7114 0.0393 -2.3606 0.14
N 0.9523 -0.8548 1.9973 -0.03
N 1.4129 -0.9993 0.7691 -0.11
N -1.2251 1.0633 -0.6615 -0.13
N -1.6870 0.3820 -1.7982 -0.03
```

Energy above the lowest of the compared OMol25 structures with the same formula, charge and spin = 595.6 kJ/mol
LUMO energy = 0.24 eV
HOMO-LUMO gap = 8.54 eV



(8)
The following is a DFT calculation (ωB97M-V with the def2-TZVPD basis set) of 3 unconnected molecules or ions with the total composition C2H4FNO at a distorted geometry.

```
9
Properties=species:S:1:pos:R:3:lowdin_charge:R:1
C 0.2352 0.0306 0.5468 -0.67
C -0.4946 0.7926 -0.4861 -0.07
H 1.8271 -1.3781 0.9991 0.25
H 1.3008 -1.7864 -0.6764 0.22
H -1.5281 0.7181 0.0008 0.16
H -0.2450 1.8159 -0.5636 0.11
N 0.4679 -1.3685 0.4086 0.03
O 0.4747 0.4996 1.6160 0.07
F -0.7635 0.1415 -1.7681 -0.10
```

Energy above the lowest of the compared OMol25 structures with the same formula, charge and spin = 474.5 kJ/mol
LUMO energy = -0.31 eV
HOMO-LUMO gap = 10.19 eV



For each record above, in turn, the calculated E values are -609.53090 -1803.56348 -1122.90795 -2137.89395 -1491.50709 -878.21237 -298.62205 -308.30218 hartree.